Record 1
C23H11ClI2N2O8Sr | wB97M-V/def2-TZVPD

Geometry (Å):
Sr -0.8897 -0.6558 -0.6509
O -3.3525 3.5741 -4.2401
C -3.0876 2.4706 -3.4652
C -3.4269 2.4336 -2.1186
C -3.1114 1.2948 -1.3906
N -2.5224 0.2588 -1.9515
C -2.1916 0.2758 -3.2288
C -2.4637 1.3681 -4.0406
C -1.5155 -1.0355 -3.6774
O -1.4793 -1.2804 -4.8848
O -1.1063 -1.7432 -2.7307
C -3.3891 1.1040 0.1133
O -4.1204 1.9355 0.6645
O -2.8582 0.0959 0.6208
H -3.7526 4.2492 -3.6776
H -3.9082 3.2638 -1.6180
H -2.1806 1.3731 -5.0803
Cl 4.9359 -4.8491 0.4332
C 3.7828 -3.6671 -0.1435
C 4.2014 -2.7228 -1.0567
C 3.3169 -1.7539 -1.4709
I 3.9248 -0.2662 -2.8284
C 1.9748 -1.6383 -1.0450
O 1.2512 -0.6842 -1.3816
C 1.5358 -2.7255 -0.1779
N 0.2442 -2.7592 0.1494
C -0.1876 -3.6524 1.0046
C 0.6551 -4.5843 1.6294
C 1.9786 -4.6076 1.2843
C 2.4622 -3.6909 0.3277
H 5.2157 -2.7372 -1.4294
H -1.2444 -3.6245 1.2338
H 0.2648 -5.2756 2.3649
H 2.6695 -5.3058 1.7387
I 1.5694 5.1118 5.7399
C 1.0345 3.7221 4.2184
C 1.9102 2.7008 3.9150
C 1.5584 1.8034 2.9203
C 0.3608 1.9393 2.2323
C -0.5059 2.9705 2.5640
C -0.1752 3.8642 3.5711
C 0.0207 0.9526 1.1249
O 0.1533 -0.2438 1.4138
O -0.3222 1.4348 0.0387
H 2.8500 2.6025 4.4403
H 2.2135 0.9829 2.6653
H -1.4440 3.0573 2.0372
H -0.8490 4.6637 3.8427

## Properties
**Energy above the lowest of the compared OMol25 structures with the same formula, charge and spin**: 1.9351 eV
**LUMO**: 3.3 eV
**Net charge**: -2
**Max |F|**: 2.7 eV Å⁻¹
**HOMO level**: -2.28 eV
**Kohn-Sham gap**: 5.6 eV

Results of the natural (NBO) charge analysis, in e, for atoms 1 through 6: atom 1 (Sr): 1.811, atom 2 (O): -0.680, atom 3 (C): 0.323, atom 4 (C): -0.324, atom 5 (C): 0.147, atom 6 (N): -0.543


Record 2
C10H16 | wB97M-V/def2-TZVPD

Geometry (Å):
C -0.8456 -1.0522 -2.0474
C -1.3035 -0.9568 -0.6041
C -1.4518 0.3143 -0.0663
C -2.2466 0.4990 1.0679
C -2.5920 -0.6203 1.8156
C -2.3386 -1.8956 1.3255
C -1.6646 -2.0881 0.1279
H 0.0713 -1.6309 -2.1528
H -0.6340 -0.0708 -2.4651
H -1.6451 -1.5359 -2.6049
H -1.0138 1.2398 -0.4104
H -2.4289 1.4736 1.4965
H -3.1877 -0.5538 2.7168
H -2.5396 -2.6778 2.0488
H -1.5220 -3.0308 -0.3483
C 3.0328 0.1719 0.6236
C 1.8994 1.2101 0.3176
C 1.9287 2.0145 -0.9705
H 2.6185 -0.8229 0.4453
H 3.2416 0.1902 1.6916
H 3.9444 0.2928 0.0448
H 0.9902 0.6349 0.4550
H 1.9796 1.8727 1.1821
H 2.3864 2.9946 -0.7651
H 2.3924 1.5924 -1.8398
H 0.9283 2.4351 -1.0842

## Properties
**Energy above the lowest of the compared OMol25 structures with the same formula, charge and spin**: 1.0739 eV
**LUMO**: 1.0 eV
**Net charge**: 0
**Max |F|**: 2.3 eV Å⁻¹
**HOMO level**: -8.96 eV
**SMILES string**: Cc1ccccc1.CCC
**Kohn-Sham gap**: 10.0 eV

Results of the natural (NBO) charge analysis, in e, for atoms 1 through 6: atom 1 (C): -0.632, atom 2 (C): 0.002, atom 3 (C): -0.230, atom 4 (C): -0.199, atom 5 (C): -0.225, atom 6 (C): -0.202


Record 3
C4H13NO2 | wB97M-V/def2-TZVPD

Geometry (Å):
C -1.1499 -0.0069 -2.4455
C -0.8365 -0.0231 -0.9117
C -0.7874 -1.1261 -0.0691
C -0.4378 -0.8678 1.4013
N -0.7259 0.5305 1.8339
H -2.0609 0.4614 -2.6465
H -0.4881 0.6397 -2.9943
H -0.8420 -0.8928 -2.8887
H -0.7839 1.1050 -0.4622
H -1.1613 -2.0614 -0.3698
H -0.8974 -1.6062 2.0761
H 0.6716 -0.9553 1.3438
H -1.6984 0.5876 1.9147
H -0.3024 0.6989 2.7072
O 2.3034 -0.6067 -0.3220
H 1.8861 -0.3010 0.5905
H 1.5892 -1.0460 -0.8174
O 1.9944 1.7070 0.9924
H 1.2193 1.3829 0.5349
H 2.5079 2.3804 0.5324

## Properties
**Energy above the lowest of the compared OMol25 structures with the same formula, charge and spin**: 2.5315 eV
**LUMO**: 0.9 eV
**Net charge**: 0
**Max |F|**: 4.9 eV Å⁻¹
**HOMO level**: -9.37 eV
**SMILES string**: C/C=C/CN.O.O
**Kohn-Sham gap**: 10.2 eV

Results of the natural (NBO) charge analysis, in e, for atoms 1 through 6: atom 1 (C): -0.663, atom 2 (C): -0.168, atom 3 (C): -0.263, atom 4 (C): -0.251, atom 5 (N): -0.838, atom 6 (H): 0.224


Record 4
C5H33O14 | wB97M-V/def2-TZVPD

Geometry (Å):
C 0.6257 -2.5471 2.4063
O 0.0704 -2.4466 1.0423
C 0.0954 -1.4159 3.2260
C 0.9794 -0.1865 3.1227
C 1.1905 0.4430 1.7817
C 0.5666 1.6176 1.4614
O 0.7563 2.2212 0.3300
H 0.3985 -3.5497 2.8278
H 1.6277 -2.4821 2.2131
H -0.0786 -1.6801 4.3102
H -0.8781 -1.0720 2.6909
H 0.6245 0.4854 3.9952
H 1.9490 -0.4278 3.5507
H 1.8578 -0.0822 1.1791
H 0.4667 -3.1022 0.4757
H -0.1558 2.1175 2.1256
H -0.4536 -1.2791 -2.5411
H -1.6995 -1.5889 -3.1790
O -0.7706 -1.2282 -3.4171
H 0.3852 0.6763 -1.9203
H 1.1245 1.2867 -0.7956
O 1.2795 0.6911 -1.5722
H 3.6052 -0.7853 2.4386
H 4.3742 -0.9623 1.0935
O 3.6441 -1.2379 1.6499
H 0.8527 3.4139 -1.5009
H -0.5314 3.6151 -2.0339
O 0.3695 3.9548 -2.2975
H -2.7998 -1.3208 -1.4789
H -3.9438 -0.6695 -2.4205
O -3.2009 -1.3350 -2.3128
H -2.7964 -0.7245 2.1828
H -2.8444 0.4252 3.1413
O -2.9732 -0.5336 3.1789
H -2.9423 1.0758 -2.7798
H -2.7259 1.8573 -1.4773
O -3.3932 1.7344 -2.3018
H 3.3194 0.8537 -2.1053
H 3.0052 0.0495 -0.8423
O 3.7249 0.1126 -1.5231
H 1.8867 -1.4852 -1.6225
H 1.4676 -0.9680 -0.2374
O 1.4096 -1.7296 -0.8730
H 0.1071 0.2598 -4.0823
H 0.9948 1.5592 -3.8060
O 0.3448 1.1572 -4.3820
H -2.3089 2.6113 0.6159
H -1.2713 2.6822 -0.6351
O -1.9087 2.0908 -0.0613
H -1.9389 0.0210 0.3714
H -1.3276 -1.3149 0.4841
O -2.1610 -0.8569 0.3039

## Properties
**Energy above the lowest of the compared OMol25 structures with the same formula, charge and spin**: 4.0449 eV
**LUMO**: 2.5 eV
**Net charge**: -1
**Max |F|**: 4.7 eV Å⁻¹
**HOMO level**: -4.44 eV
**Kohn-Sham gap**: 6.9 eV

Results of the natural (NBO) charge analysis, in e, for atoms 1 through 6: atom 1 (C): -0.070, atom 2 (O): -0.775, atom 3 (C): -0.441, atom 4 (C): -0.401, atom 5 (C): -0.461, atom 6 (C): 0.247